Below is a cluster of 2 separate species, C2H7O2 in total, with properties calculated with ωB97M-V/def2-TZVPD.

XYZ file:
```
11
Properties=species:S:1:pos:R:3:mulliken_charge:R:1
C -0.358 0.655 -0.384 -0.323
O 0.440 -0.222 -1.075 -0.842
C -1.297 -0.084 0.583 -0.935
H -1.042 1.157 -1.097 0.197
H 0.184 1.424 0.206 0.238
H -1.902 0.551 1.259 0.311
H -0.806 -0.836 1.202 0.268
H -2.092 -0.581 0.013 0.224
H 1.629 -0.264 -0.378 0.447
H 2.605 -1.336 -0.364 0.244
O 2.640 -0.464 0.036 -0.827
```

Computed properties:
ΔE to the lowest compared entry with this formula, charge and spin = 0.223 eV
frontier orbital gap = 7.96 eV
net charge = -1
HOMO energy = -3.296 eV
electronic energy = -6282.4685 eV
lowest unoccupied orbital energy = 4.7 eV
maximum force = 0.0242 hartree/bohr
2S+1 = 1


Below is a cluster of 2 separate species, C2H7O2 in total, with properties calculated with ωB97M-V/def2-TZVPD.

XYZ file:
```
11
Properties=species:S:1:pos:R:3:mulliken_spin:R:1
C -0.473 0.051 -0.724 -0.019
O 0.383 1.096 -0.592 0.865
C -1.297 -0.130 0.586 0.120
H -1.133 0.173 -1.587 -0.003
H 0.013 -0.919 -0.893 0.039
H -2.207 -0.649 0.308 0.000
H -0.730 -0.713 1.305 -0.001
H -1.512 0.848 1.005 -0.004
H 1.698 0.559 0.263 -0.002
H 2.723 -0.441 -0.214 0.000
O 2.535 0.125 0.542 0.004
```

Computed properties:
ΔE to the lowest compared entry with this formula, charge and spin = 0.452 eV
frontier orbital gap (spin up / spin down) = 11.65 / 8.42 eV
net charge = 0
HOMO energy (spin up / spin down) = -10.766 / -10.708 eV
⟨S²⟩ = 0.75
electronic energy = -6280.0507 eV
lowest unoccupied orbital energy (spin up / spin down) = 0.9 / -2.3 eV
maximum force = 0.0210 hartree/bohr
2S+1 = 2


What is the formula in the second record?
C2H7O2